Density functional theory data (ωB97M-V/def2-TZVPD) for a molecular structure, C75H168AsF6NP4.

Geometry as XYZ:
```
255
Properties=species:S:1:pos:R:3:mulliken_charge:R:1
C 3.44 -3.38 -2.35 -1.438
C 2.28 -2.96 -3.18 0.917
C 2.48 -1.47 -3.67 -0.875
C 1.17 -0.88 -4.24 -0.116
N 1.22 0.63 -4.40 0.437
C 2.22 1.15 -5.45 -0.590
C 1.46 0.73 -6.86 -0.708
C -0.03 0.65 -6.45 -0.637
C -0.11 1.12 -4.97 -0.670
C 1.46 1.33 -3.11 -0.658
C 0.97 2.84 -3.08 -0.584
C 1.66 3.66 -1.94 -1.500
H 4.42 -3.13 -2.84 0.308
H 3.55 -4.43 -2.02 0.290
H 3.46 -2.78 -1.42 0.208
H 1.37 -2.97 -2.61 -0.628
H 2.05 -3.58 -4.01 0.526
H 3.24 -1.48 -4.46 0.380
H 2.72 -0.94 -2.75 0.342
H 0.35 -1.07 -3.54 -0.438
H 1.01 -1.31 -5.23 0.672
H 2.13 2.23 -5.32 0.481
H 3.18 0.68 -5.18 0.465
H 1.70 1.58 -7.54 0.393
H 1.90 -0.17 -7.29 0.305
H -0.57 1.31 -7.13 0.552
H -0.58 -0.28 -6.61 0.151
H 0.00 2.18 -5.05 0.641
H -0.92 0.81 -4.38 0.156
H 2.55 1.21 -2.89 0.455
H 0.95 0.78 -2.35 0.467
H -0.06 3.08 -2.88 0.403
H 1.20 3.39 -4.03 0.353
H 1.59 3.16 -1.00 0.276
H 1.26 4.70 -1.85 0.397
H 2.74 3.73 -2.12 0.369
C -12.13 1.88 -2.85 -1.118
C -12.96 3.08 -2.66 -0.813
C -12.18 4.36 -2.88 -0.675
C -11.15 4.62 -1.76 -0.694
P -9.71 5.58 -2.26 0.613
C -9.99 6.79 -3.49 -0.952
C -11.16 7.80 -3.37 -0.272
C -11.18 8.81 -4.48 -0.805
C -10.09 9.86 -4.35 -1.015
C -8.48 4.50 -3.00 -0.846
C -7.75 3.49 -2.08 -0.961
C -6.68 2.50 -2.77 -0.535
C -6.15 1.61 -1.70 -1.087
C -9.22 6.32 -0.68 -1.062
C -8.52 7.64 -0.59 -0.525
C -7.84 7.86 0.74 -0.744
C -6.43 7.22 0.95 -1.045
H -12.72 0.94 -2.75 0.358
H -11.39 1.84 -2.05 0.326
H -11.59 1.98 -3.77 0.302
H -13.43 3.10 -1.62 0.315
H -13.81 3.23 -3.27 0.444
H -12.86 5.20 -3.05 0.216
H -11.66 4.28 -3.80 0.406
H -10.77 3.71 -1.26 0.498
H -11.66 5.26 -1.04 0.625
H -10.25 6.14 -4.38 0.541
H -9.04 7.28 -3.69 0.447
H -11.08 8.27 -2.36 0.299
H -12.11 7.30 -3.40 0.135
H -12.11 9.37 -4.43 0.368
H -11.14 8.30 -5.44 0.358
H -9.06 9.37 -4.46 0.218
H -10.13 10.15 -3.32 0.270
H -10.18 10.74 -4.99 0.372
H -7.89 5.30 -3.51 0.706
H -8.95 4.07 -3.91 0.545
H -8.48 3.04 -1.40 0.593
H -7.09 3.94 -1.38 0.304
H -5.90 3.05 -3.27 0.332
H -7.14 1.98 -3.58 0.439
H -6.92 1.00 -1.23 0.338
H -5.75 2.24 -0.93 0.337
H -5.36 0.92 -2.08 0.226
H -8.55 5.63 -0.19 0.574
H -10.19 6.40 -0.10 0.466
H -9.19 8.46 -0.73 0.286
H -7.70 7.77 -1.30 0.343
H -8.55 7.54 1.55 0.319
H -7.84 9.00 0.85 0.368
H -6.37 6.09 0.91 0.230
H -5.88 7.47 1.94 0.349
H -5.70 7.60 0.18 0.286
C -0.35 6.06 2.53 -1.403
C -1.37 5.09 1.95 -0.369
C -1.67 3.84 2.78 -0.740
C -0.38 3.04 3.14 -0.961
P -0.78 1.82 4.33 1.004
C 0.60 0.67 4.44 -1.480
C 1.00 -0.20 3.18 -0.032
C 2.45 -0.82 3.14 -0.869
C 2.60 -1.69 1.90 -0.492
C -0.96 2.58 5.93 -0.752
C 0.26 3.36 6.35 -0.364
C 0.14 4.03 7.71 -0.640
C 0.29 3.08 8.89 -1.163
C -2.34 1.01 3.84 -0.315
C -2.73 0.01 4.98 -0.520
C -4.10 -0.65 4.69 -0.425
C -4.53 -1.47 5.95 -1.254
H 0.65 5.74 2.37 0.332
H -0.43 6.32 3.56 0.353
H -0.42 7.05 2.09 0.424
H -1.08 4.87 0.89 0.173
H -2.29 5.69 1.79 0.282
H -2.27 3.20 2.16 0.244
H -2.25 4.15 3.65 0.496
H 0.49 3.62 3.52 0.688
H -0.16 2.45 2.28 0.608
H 0.42 0.01 5.22 0.726
H 1.45 1.29 4.78 0.613
H 0.80 0.32 2.27 -0.086
H 0.28 -1.03 3.23 0.251
H 2.52 -1.34 4.10 0.321
H 3.07 0.08 3.15 0.396
H 2.19 -1.25 1.01 -0.028
H 2.20 -2.71 1.95 0.213
H 3.67 -1.81 1.67 0.238
H -1.20 1.78 6.66 0.543
H -1.83 3.31 5.85 0.398
H 0.34 4.19 5.60 0.043
H 1.25 2.84 6.33 0.238
H -0.81 4.58 7.81 0.361
H 0.95 4.75 7.73 0.393
H -0.46 2.30 8.79 0.295
H 0.22 3.55 9.86 0.384
H 1.30 2.49 8.88 0.250
H -2.00 0.52 2.94 -0.102
H -3.15 1.74 3.59 0.613
H -2.83 0.52 6.02 0.112
H -1.90 -0.76 5.03 0.262
H -4.01 -1.35 3.87 0.295
H -4.95 0.03 4.50 0.385
H -4.56 -0.84 6.87 0.318
H -3.75 -2.32 6.07 0.250
H -5.47 -1.93 5.78 0.452
C 7.06 -3.84 2.16 -1.734
C 8.59 -3.65 2.25 0.498
C 9.21 -3.53 0.87 -0.991
C 10.74 -3.31 0.85 -1.125
P 11.44 -1.96 1.76 1.130
C 10.61 -0.38 1.39 -1.481
C 9.49 0.13 2.28 -0.501
C 9.17 1.62 1.93 -0.518
C 7.89 2.01 2.66 -1.316
C 11.60 -2.13 3.51 -0.261
C 11.92 -3.50 4.05 -1.292
C 11.71 -3.73 5.51 -0.737
C 10.14 -3.57 5.77 -0.976
C 13.10 -1.86 1.07 -0.975
C 13.30 -1.71 -0.42 -0.624
C 14.78 -1.58 -0.86 -0.376
C 14.99 -1.01 -2.19 -1.432
H 6.77 -4.76 1.70 0.430
H 6.62 -3.02 1.59 0.338
H 6.61 -3.78 3.16 0.395
H 9.07 -4.47 2.81 0.241
H 8.75 -2.64 2.68 0.032
H 8.75 -2.66 0.31 0.227
H 8.98 -4.45 0.27 0.545
H 11.05 -3.11 -0.18 0.458
H 11.40 -4.13 1.06 0.699
H 10.41 -0.50 0.30 0.696
H 11.40 0.33 1.44 0.577
H 9.75 0.02 3.34 0.387
H 8.63 -0.47 2.04 0.222
H 9.08 1.84 0.88 0.436
H 9.98 2.29 2.29 0.377
H 7.10 1.39 2.23 0.285
H 7.48 3.01 2.50 0.382
H 7.93 1.68 3.70 0.353
H 10.67 -1.80 3.98 0.135
H 12.40 -1.42 3.80 0.599
H 12.90 -3.64 3.71 0.585
H 11.34 -4.21 3.51 0.393
H 12.20 -3.00 6.17 0.329
H 12.06 -4.75 5.69 0.406
H 9.77 -4.12 6.62 0.395
H 9.59 -3.76 4.83 0.069
H 9.87 -2.55 5.98 0.323
H 13.59 -2.74 1.34 0.519
H 13.66 -0.99 1.64 0.493
H 12.81 -0.77 -0.76 0.290
H 12.82 -2.49 -1.03 0.238
H 15.22 -2.55 -0.71 0.390
H 15.25 -0.93 -0.10 0.354
H 16.00 -0.73 -2.45 0.393
H 14.36 -0.14 -2.26 0.374
H 14.64 -1.64 -3.00 0.343
C -0.07 -5.18 2.84 -0.756
C 0.00 -6.58 2.13 -0.830
C -1.06 -6.73 1.00 -0.793
C -0.76 -5.73 -0.09 -0.937
P -1.60 -6.06 -1.64 0.648
C -3.39 -6.34 -1.29 -1.477
C -4.13 -5.08 -0.68 0.032
C -5.59 -5.25 -0.68 -0.745
C -6.34 -4.24 0.23 -1.395
C -0.94 -7.55 -2.36 -1.194
C 0.59 -7.77 -2.43 -1.059
C 1.38 -6.68 -3.18 1.355
C 2.86 -6.97 -3.18 -1.641
C -1.41 -4.71 -2.79 0.329
C -2.47 -4.78 -3.98 -0.906
C -2.57 -3.50 -4.87 -1.006
C -2.58 -2.20 -4.10 -0.549
H 0.61 -5.29 3.68 0.447
H -1.13 -4.98 3.06 0.269
H 0.32 -4.39 2.24 -0.052
H -0.21 -7.33 2.92 0.395
H 0.99 -6.91 1.79 0.418
H -2.05 -6.53 1.46 0.184
H -0.88 -7.69 0.57 0.415
H 0.32 -5.82 -0.43 0.613
H -0.88 -4.69 0.13 0.848
H -3.46 -7.12 -0.51 0.723
H -3.86 -6.77 -2.17 0.644
H -3.96 -4.13 -1.19 -0.088
H -3.80 -5.07 0.32 0.396
H -5.84 -6.23 -0.35 0.464
H -6.03 -5.13 -1.66 0.325
H -7.35 -4.65 0.37 0.390
H -6.37 -3.22 -0.13 0.334
H -5.90 -4.29 1.20 0.389
H -1.32 -7.47 -3.40 0.472
H -1.44 -8.39 -1.95 0.720
H 0.78 -8.63 -3.05 0.582
H 1.18 -7.97 -1.46 0.283
H 1.23 -5.66 -2.70 -0.726
H 0.96 -6.64 -4.19 0.314
H 3.18 -7.84 -3.71 0.455
H 3.31 -7.07 -2.17 0.330
H 3.40 -6.17 -3.76 0.330
H -0.35 -4.61 -3.20 0.112
H -1.55 -3.89 -2.20 -0.303
H -3.39 -4.91 -3.50 0.493
H -2.26 -5.61 -4.66 0.292
H -3.48 -3.60 -5.46 0.461
H -1.76 -3.55 -5.58 0.383
H -2.63 -1.44 -4.89 0.396
H -1.80 -2.12 -3.33 -0.212
H -3.63 -2.00 -3.74 0.409
As -1.32 -0.44 -0.56 2.151
F -1.92 0.99 0.07 -0.477
F -1.30 0.29 -2.18 -0.500
F -0.43 -1.80 -1.18 -0.539
F -1.37 -1.27 0.99 -0.632
F -2.90 -1.10 -0.88 -0.454
F 0.25 0.29 -0.19 -0.586
```

## Properties
Spin multiplicity: 1
HOMO in eV: -16.772
Net charge: +4
LUMO in eV: -5.67
M in g mol⁻¹: 1396.98
Orbital gap in eV: 11.10